1.
Below is a 3-piece molecular cluster, C4H13N3O overall in a non-equilibrium geometry, with properties calculated with the ωB97M-V functional and the def2-TZVPD basis.

## Properties
Orbital gap ... 8.3 eV

XYZ file:
```
21
Properties=species:S:1:pos:R:3:forces:R:3:nbo_charge:R:1
C -1.12816 0.94260 -0.47729 -1.660 -1.808 0.515 -0.381
C 1.54090 1.29124 0.91500 -0.092 0.027 -1.884 -0.214
C -1.32283 0.73397 -1.95571 -0.106 -0.018 0.122 -0.647
N 1.02023 1.18407 -0.27635 1.938 0.730 1.524 -0.563
H 1.30397 0.35697 -0.79164 0.061 -0.265 0.141 0.350
H -1.00159 1.98850 -0.22014 0.776 -0.140 0.047 0.198
H -2.00521 0.69134 0.12128 -0.544 -0.256 -0.263 0.155
H 0.45734 -0.05813 1.76157 -0.723 -0.956 -0.109 0.374
H 2.26897 0.58971 1.32236 -0.073 -0.113 0.139 0.155
H 1.36266 2.20621 1.47279 -0.067 -0.005 0.055 0.177
H -2.06185 1.43664 -2.35526 0.102 -0.006 -0.069 0.208
H -0.38426 0.88373 -2.49028 0.016 0.097 -0.052 0.207
H -1.66706 -0.27459 -2.18815 -0.021 -0.037 0.030 0.201
N 1.46651 -2.28454 0.12112 -0.020 0.187 -0.051 -0.492
C -0.57161 -1.01207 0.30496 -0.312 2.079 -0.896 0.322
O 0.29498 -1.74269 -0.49734 0.186 0.004 0.156 -0.417
N -0.23448 -0.85368 1.63203 0.614 0.434 0.630 -0.872
H 1.18811 -2.58824 1.05553 -0.020 0.129 -0.127 0.351
H 2.10721 -1.50100 0.25362 -0.050 -0.099 0.028 0.321
H -1.04896 -0.64723 2.19520 -0.017 -0.038 -0.063 0.388
H -1.58486 -1.34281 0.09669 0.011 0.055 0.126 0.180
```
Forces are in eV/Å.

2.
Below is a 2-piece molecular cluster, C4H13N3S overall in a non-equilibrium geometry, with properties calculated with the ωB97M-V functional and the def2-TZVPD basis.

## Properties
Orbital gap ... 2.7 eV

XYZ file:
```
21
Properties=species:S:1:pos:R:3:forces:R:3:nbo_charge:R:1
N 1.16744 -2.14873 -0.19854 -0.011 4.050 -1.497 -0.832
C 1.66614 -0.55696 -0.85081 -2.095 -2.426 -1.225 0.469
N 2.59614 -0.95624 -1.75263 2.659 1.532 0.544 -0.853
N 0.70242 0.08398 -1.76519 -0.559 -0.333 2.947 -0.865
H 1.71982 -2.11884 0.63649 -0.096 -0.268 1.007 0.361
H 0.27668 -1.70200 -0.02525 -0.757 -0.726 1.080 0.362
H 3.40235 -1.27957 -1.28343 1.006 -1.326 0.023 0.372
H 2.03755 -1.62840 -2.23298 0.917 -1.107 -1.164 0.382
H 1.29425 0.86578 -2.04574 -0.534 -0.242 -0.780 0.387
H 0.68726 -0.66772 -2.44882 -0.754 0.835 -1.019 0.347
C -0.98807 2.18434 1.22079 -1.231 -0.593 -0.406 -0.624
C -0.78863 0.67110 1.17703 -0.556 -0.640 0.027 -0.392
C -2.09147 -0.12903 0.76404 -0.183 0.517 -0.094 -0.585
S -3.52951 0.44488 1.63047 0.291 -0.142 -0.006 -0.012
H -1.25688 2.65663 0.26989 -0.001 -0.444 -0.128 0.207
H -0.13536 2.72386 1.56961 0.513 0.212 0.670 0.210
H -1.88076 2.25583 1.85892 0.474 0.860 0.155 0.219
H 0.02356 0.35239 0.50935 -0.175 0.076 0.406 0.211
H -0.67037 0.28745 2.20542 0.612 0.394 -0.316 0.203
H -1.92057 -1.15446 1.04778 0.259 -0.692 0.431 0.223
H -2.31197 -0.18430 -0.28639 0.222 0.461 -0.654 0.209
```
Forces are in eV/Å.

3.
Below is a 2-piece molecular cluster, C4H13N4 overall in a non-equilibrium geometry, with properties calculated with the ωB97M-V functional and the def2-TZVPD basis.

## Properties
Orbital gap ... 10.4 eV
Total charge ... +1

XYZ file:
```
21
Properties=species:S:1:pos:R:3:forces:R:3:nbo_charge:R:1
C 0.10590 2.83158 2.62798 -0.063 -1.276 -2.295 0.575
C 0.61976 -0.22874 -2.22227 -0.905 1.501 -1.959 -0.638
C -0.95506 -1.72772 -1.12986 -0.115 3.196 0.143 -0.608
C 0.42119 -1.06518 -0.93295 -2.200 0.524 -1.233 -0.073
N 0.06505 1.74605 2.21143 -0.519 0.413 1.268 -0.535
N 0.15857 4.12556 2.67433 0.053 0.481 0.898 -0.821
N -0.14067 -0.75680 1.46095 0.474 4.964 0.060 -0.538
N 0.40127 -0.20850 0.25917 1.548 -0.795 -0.432 -0.470
H -0.54030 0.20919 2.01860 1.250 -2.140 -1.063 0.490
H 0.19210 0.83408 -2.15768 0.272 -1.456 0.401 0.217
H 1.61292 -0.02182 -2.63105 0.252 -0.476 0.692 0.242
H 0.05153 -0.64290 -3.16478 0.966 0.365 2.102 0.238
H -0.90394 -2.18363 -2.05969 -0.281 -1.488 -1.407 0.236
H -1.78834 -0.97740 -1.17103 0.755 -0.449 0.027 0.210
H -1.12722 -2.35698 -0.33324 -0.769 -2.033 1.382 0.176
H 1.07587 -1.92499 -0.86523 0.912 0.333 0.289 0.207
H 0.56651 4.51429 3.49943 0.053 0.693 0.138 0.437
H -0.01259 4.67792 1.84452 0.070 -0.091 0.234 0.447
H 0.61411 -1.12701 1.96628 1.379 -0.512 1.305 0.409
H -0.72969 -1.48375 1.27093 -2.705 -2.162 -0.509 0.401
H 0.17284 0.75297 0.14178 -0.428 0.406 -0.042 0.397
```
Forces are in eV/Å.

4.
Below is an isolated ion of composition C4H13N4 and charge +1 in a non-equilibrium geometry, with properties calculated with the ωB97M-V functional and the def2-TZVPD basis.

## Properties
Orbital gap (alpha / beta) ... 6.0 / 6.0 eV
Total charge ... +1
SMILES ... [H]/N=[NH+]/[C@@H](C)N(C)NC

XYZ file:
```
21
Properties=species:S:1:pos:R:3:forces:R:3:nbo_charge:R:1
H -0.27719 -3.52614 -0.88422 -0.795 0.578 -0.217 0.383
N 0.31813 -2.78820 -0.50152 -0.366 2.984 1.123 -0.169
N -0.20116 -1.64922 -0.25518 -1.984 -4.988 -1.954 -0.123
C 0.62098 -0.59167 0.27337 -3.507 3.752 -0.533 0.079
C 1.95580 -0.59083 -0.25910 3.096 -1.345 -0.387 -0.675
N -0.17030 0.65887 -0.22995 1.912 -2.777 2.374 -0.296
C 0.21591 1.49922 -1.27052 1.875 0.865 -2.497 -0.444
N -1.46629 0.66068 0.24345 -2.174 0.559 -0.347 -0.485
C -1.57457 0.86595 1.68832 3.109 -0.609 1.378 -0.438
H -1.29160 -1.46574 -0.44602 2.504 0.250 0.764 0.464
H 0.47104 -0.57408 1.34688 0.326 -0.368 0.254 0.243
H 2.23110 -1.65187 -0.55132 -0.161 1.336 0.309 0.267
H 2.72990 -0.31328 0.52972 -1.038 0.176 -1.389 0.273
H 1.89977 0.01862 -1.18677 0.960 -0.471 0.801 0.252
H -0.36692 2.43248 -1.22132 0.059 -0.439 -0.214 0.239
H 1.27456 1.82858 -1.08675 -0.926 -0.075 -0.371 0.227
H 0.20889 1.05719 -2.36265 -0.359 0.790 1.825 0.188
H -1.93696 1.45695 -0.25562 0.278 -1.320 0.745 0.392
H -1.19178 0.00679 2.33893 -0.556 0.476 -1.318 0.187
H -0.90129 1.66455 2.05441 -0.528 0.183 -0.367 0.199
H -2.54802 1.00113 2.03585 -1.723 0.442 0.019 0.235
```
Forces are in eV/Å.

5.
Below is a 2-piece molecular cluster, C4H13N4O overall in a non-equilibrium geometry, with properties calculated with the ωB97M-V functional and the def2-TZVPD basis.

## Properties
Orbital gap ... 10.8 eV
Total charge ... +1

XYZ file:
```
22
Properties=species:S:1:pos:R:3:forces:R:3:nbo_charge:R:1
C 1.50170 -0.58217 0.24013 0.115 1.807 -1.246 0.162
C 0.17458 1.61291 0.66567 -1.044 0.199 -0.117 0.398
C -2.70631 -0.71122 0.17934 0.030 0.356 -0.592 0.536
C 2.88218 -0.28921 -0.45298 -2.336 0.277 -0.804 -0.626
N 0.62579 0.71427 -0.14967 0.113 -0.890 -0.566 -0.538
N -0.52364 2.65654 0.15322 0.782 -0.677 1.690 -0.742
N -3.84877 -1.08204 -0.41903 1.752 1.969 -0.996 -0.781
N 0.90097 -1.76949 -0.15834 -1.224 -1.439 0.575 -0.852
O -2.01122 0.19466 -0.24308 0.027 0.113 0.022 -0.679
H 1.50288 -0.40632 1.32900 0.347 -0.819 -0.370 0.198
H 0.32352 1.41183 1.75428 -0.143 0.789 -0.928 0.223
H -2.41220 -1.26763 1.05543 0.012 -0.549 0.546 0.116
H 3.37799 -1.19066 -0.69373 0.423 -0.978 -0.369 0.236
H 3.47247 0.23601 0.21122 1.334 1.115 1.506 0.228
H 2.79626 0.38315 -1.34188 -0.197 -0.839 0.528 0.223
H 0.18235 0.67352 -1.09170 0.657 0.086 0.934 0.422
H -0.44028 2.68823 -0.83978 -0.587 0.550 -0.503 0.407
H -1.13449 3.31021 0.66437 0.813 -0.788 -0.403 0.443
H -4.16176 -0.35609 -1.05755 -0.401 -0.599 -0.039 0.410
H -4.46279 -1.63905 0.06412 -1.820 -1.439 1.002 0.400
H 0.24828 -2.25193 0.50819 1.042 0.932 -1.303 0.402
H 0.88480 -2.13928 -1.13290 0.305 0.825 1.434 0.414
```
Forces are in eV/Å.

6.
Below is a 2-piece molecular cluster, C4H13N4O overall in a non-equilibrium geometry, with properties calculated with the ωB97M-V functional and the def2-TZVPD basis.

## Properties
Orbital gap ... 10.7 eV
Total charge ... +1

XYZ file:
```
22
Properties=species:S:1:pos:R:3:forces:R:3:nbo_charge:R:1
C 1.25993 2.26522 1.89670 3.021 0.814 -1.216 -0.731
C -0.15230 2.04604 1.75560 -5.224 2.032 2.956 0.719
O -0.62423 1.14625 1.12418 0.086 -2.085 -1.932 -0.688
N -1.15908 2.86125 2.35102 3.036 0.518 0.475 -0.810
H 1.55407 2.41771 0.80991 0.100 0.301 1.151 0.240
H 1.86429 1.36170 2.15593 -0.972 0.534 0.162 0.278
H -2.15030 2.63935 2.46404 0.840 -0.435 -0.602 0.426
H -0.81859 3.58181 2.97883 -0.295 -0.104 -0.135 0.390
H 1.62112 3.13619 2.48277 -0.511 -0.594 -0.385 0.261
C -0.60930 -3.33494 -2.09792 0.509 1.004 -3.712 -0.416
C -0.08805 -0.98470 -1.33909 2.046 -1.056 4.989 0.678
N 0.97119 -0.04424 -1.14057 -0.284 2.578 -2.066 -0.816
N 0.07467 -2.01852 -2.24718 1.959 2.647 0.923 -0.576
N -0.82059 -1.07291 -0.12412 -0.103 -1.757 -2.892 -0.815
H 1.48117 0.29953 -2.02268 -1.200 -0.881 1.638 0.400
H 0.88838 0.85032 -0.45155 -0.614 -3.389 -1.968 0.445
H 1.10131 -1.95615 -2.72205 -3.603 -0.544 1.432 0.439
H -1.15164 -2.05569 0.21892 0.511 2.935 -1.099 0.426
H -0.92742 -0.14014 0.41306 0.261 -1.939 -0.554 0.473
H -1.62859 -3.36134 -2.50465 0.181 0.653 0.099 0.232
H -0.65900 -3.74675 -1.14530 0.647 -0.637 1.777 0.207
H -0.02705 -3.89001 -2.85584 -0.390 -0.597 0.959 0.240
```
Forces are in eV/Å.

7.
Below is a 2-piece molecular cluster, C4H13N4O overall in a non-equilibrium geometry, with properties calculated with the ωB97M-V functional and the def2-TZVPD basis.

## Properties
Orbital gap ... 11.1 eV
Total charge ... +1

XYZ file:
```
22
Properties=species:S:1:pos:R:3:forces:R:3:nbo_charge:R:1
C 1.07577 -0.71816 2.98466 -0.491 -0.349 2.119 -0.715
C 1.78526 -1.24827 1.80743 -6.832 2.189 -2.657 0.689
O 1.01112 -1.32658 0.75525 2.565 -0.521 1.666 -0.791
N 3.01659 -1.51831 1.83689 4.071 0.666 2.712 -0.730
H 1.75932 -0.43030 3.81667 -0.554 -1.020 -0.113 0.223
H 0.27394 -1.50093 3.19706 1.239 0.982 0.437 0.261
H 3.40132 -1.68163 0.95595 1.251 -0.581 -1.401 0.417
H 3.62900 -1.12558 2.63397 -1.386 -1.230 -1.947 0.432
H 0.52511 0.21543 2.87265 0.034 -0.103 -0.989 0.255
C -1.67587 1.83232 -2.93750 -3.059 1.917 -1.204 -0.444
C -1.16810 0.44493 -1.03623 -0.985 -0.742 0.324 0.693
N -1.57728 -0.40939 -0.05276 8.271 -0.833 -2.317 -0.765
N -2.13436 1.18988 -1.69418 6.770 -0.460 -0.380 -0.552
N 0.20965 0.48773 -1.37813 -3.661 -0.666 5.125 -0.787
H -0.94241 -1.22858 0.31315 -0.635 2.593 -1.051 0.470
H -2.39882 -0.50847 0.31133 -6.412 0.182 2.015 0.393
H -3.02070 1.18359 -1.36180 -3.150 0.043 0.842 0.417
H 0.31943 0.40996 -2.31562 1.066 -0.173 -3.377 0.395
H 0.71347 -0.16227 -0.71136 -0.179 0.592 -1.157 0.457
H -0.96336 2.64685 -2.95585 0.486 0.015 1.289 0.236
H -2.55362 2.38729 -3.50244 1.376 -1.728 1.234 0.252
H -1.28543 1.06051 -3.53914 0.216 -0.772 -1.168 0.197
```
Forces are in eV/Å.

8.
Below is a 2-piece molecular cluster, C4H13N4O overall in a non-equilibrium geometry, with properties calculated with the ωB97M-V functional and the def2-TZVPD basis.

## Properties
Orbital gap ... 11.0 eV
Total charge ... +1

XYZ file:
```
22
Properties=species:S:1:pos:R:3:forces:R:3:nbo_charge:R:1
C -1.88743 -1.62368 -1.39451 3.250 0.158 -0.157 -0.755
C -2.25323 -1.14376 -0.03123 -2.071 -2.209 -1.195 0.707
O -1.71716 -0.14385 0.39744 -0.027 0.888 0.926 -0.660
N -3.29146 -1.72534 0.60102 -1.268 0.226 1.035 -0.796
H -2.49060 -1.13404 -2.14007 0.322 1.224 -0.249 0.263
H -1.96067 -2.59574 -1.79088 -0.708 -1.946 0.811 0.258
H -3.70518 -1.08916 1.28041 0.206 -0.495 0.166 0.407
H -3.90403 -2.54687 0.40341 1.460 1.100 -0.480 0.433
H -0.72564 -1.51852 -1.41475 -2.079 0.485 -0.720 0.227
C 3.84946 1.11495 0.29086 -1.290 1.189 2.064 -0.421
C 1.25693 0.99332 0.08891 3.929 -1.909 -1.298 0.677
N 2.58433 0.95466 -0.40688 -1.195 1.618 -2.708 -0.599
N 0.93450 0.98612 1.36948 -0.002 1.030 2.195 -0.774
N 0.37277 0.61792 -0.79254 -0.772 0.709 -3.220 -0.768
H 2.69910 1.31971 -1.43798 -0.904 -1.213 2.775 0.411
H 3.82849 2.16063 0.80292 0.781 -1.874 -0.695 0.205
H 4.65636 0.96444 -0.41475 0.044 0.357 -0.055 0.240
H 1.41000 1.23328 2.24967 1.040 -0.239 -1.539 0.441
H 0.00641 1.27037 1.55938 -1.514 -0.403 -0.305 0.424
H 0.64847 0.59690 -1.80387 -0.160 0.067 1.691 0.409
H -0.61904 0.32935 -0.60620 0.664 0.614 0.868 0.455
H 3.89815 0.28187 1.01142 0.295 0.624 0.089 0.216
```
Forces are in eV/Å.

9.
Below is one molecule with the formula C4H13N5O2 in a non-equilibrium geometry, with properties calculated with the ωB97M-V functional and the def2-TZVPD basis.

## Properties
Orbital gap ... 10.1 eV
SMILES ... NCCN(CCN)N(O)N=O

XYZ file:
```
24
Properties=species:S:1:pos:R:3:forces:R:3:nbo_charge:R:1
N -0.94193 3.27462 -0.12777 -1.814 -0.552 -5.141 -0.842
C -0.21944 1.91555 0.16140 -7.483 0.346 -0.818 -0.242
C -0.32655 0.70082 -0.88258 -2.365 -0.238 -0.553 -0.269
N 0.49025 -0.49928 -0.47895 0.397 0.022 1.856 -0.273
C 0.00006 -1.06272 0.92464 1.316 -3.504 -1.982 -0.239
C -1.46075 -1.62915 0.83271 0.136 4.697 -1.769 -0.260
N -1.63243 -2.12151 -0.60971 2.683 -3.928 2.187 -0.828
N 1.88944 -0.29645 -0.45249 1.083 1.633 1.472 0.157
O 2.67252 -1.17544 -1.13282 -2.557 -1.583 -1.802 -0.535
N 2.49335 0.45234 0.48985 -1.975 0.374 0.749 0.173
O 3.69032 0.36509 0.71214 -0.484 -0.952 -1.552 -0.424
H -0.81079 3.39430 -1.32491 -0.821 -0.025 4.359 0.334
H -2.11594 3.27770 0.02101 4.328 -0.696 -0.690 0.362
H -0.73756 1.92038 1.14068 1.033 -1.881 -0.027 0.207
H 0.73703 2.08508 0.20101 5.167 1.438 0.757 0.189
H -0.10264 1.08412 -1.96895 0.179 -0.814 2.126 0.224
H -1.42041 0.20082 -1.02333 2.504 1.419 0.574 0.247
H 0.58783 -1.99533 1.24111 0.118 1.155 -1.260 0.198
H 0.25897 -0.41132 1.70804 -0.467 1.378 0.892 0.214
H -1.72268 -2.15937 1.71479 -0.122 -1.145 0.373 0.205
H -1.90672 -0.59985 0.96453 -1.108 -1.250 -0.424 0.180
H -2.32471 -2.94608 -0.76938 1.181 1.999 1.047 0.375
H -0.63918 -2.70329 -0.52155 -3.069 1.470 -1.578 0.357
H 3.54196 -1.07100 -0.81947 2.140 0.638 1.205 0.489
```
Forces are in eV/Å.

10.
Below is a 2-piece molecular cluster, C4H13NO overall in a non-equilibrium geometry, with properties calculated with the ωB97M-V functional and the def2-TZVPD basis.

## Properties
Multiplicity ... 2
Orbital gap (alpha / beta) ... 2.9 / 8.9 eV
Total charge ... -1
⟨S²⟩ ... 0.750

XYZ file:
```
19
Properties=species:S:1:pos:R:3:forces:R:3:lowdin_spin:R:1
C 1.01532 -0.59849 0.51397 0.428 -0.422 0.229 0.064
N -0.13243 -0.21574 -0.28691 -0.261 -0.369 0.157 0.021
C 0.07522 0.66556 -1.42288 0.919 0.348 0.926 0.027
C -1.03164 0.54057 -2.43650 -0.448 0.005 -0.180 0.013
C 0.68937 -1.90405 1.24276 0.314 0.108 0.008 0.088
H 1.31129 0.16642 1.24375 -0.137 0.071 0.022 0.043
H 1.90304 -0.77897 -0.09350 -0.075 0.061 -0.432 0.001
H -0.77025 0.20001 0.39173 -0.208 0.141 -0.360 0.046
H 1.04656 0.40980 -1.86239 -0.172 -0.244 -0.146 0.001
H 0.23280 1.69840 -1.06866 -0.310 0.098 -0.278 0.018
H -0.73651 0.92642 -3.40586 0.117 0.194 -0.244 0.001
H -1.94797 1.06019 -2.15135 0.068 0.090 0.201 0.006
H -1.30543 -0.50430 -2.56282 0.111 -0.168 0.005 0.000
H 1.55707 -2.30019 1.78680 -0.123 0.195 0.061 0.009
H -0.12334 -1.73743 1.95059 -0.047 -0.076 0.064 0.056
H 0.39025 -2.65872 0.51522 -0.136 -0.007 -0.027 0.002
H -1.25954 1.09456 2.47116 -0.011 0.053 0.216 0.128
H -0.14381 2.03033 2.95821 -0.047 -0.056 0.071 0.128
O -0.77000 1.90560 2.21667 0.020 -0.020 -0.291 0.349
```
Forces are in eV/Å.